DFT (ωB97M-V with the def2-TZVPD basis set) results for C8H19AgN7S as an isolated structure.

Structure (XYZ):
```
36
Properties=species:S:1:pos:R:3:forces:R:3
Ag -0.371 -0.358 0.022 0.1 0.2 0.3
C 4.647 -0.508 -0.509 -0.1 0.0 -0.1
N 4.097 -0.352 0.826 0.1 -0.2 0.1
C 5.045 0.162 1.803 -0.1 0.2 0.1
C 2.739 -0.312 1.003 -0.2 -0.1 -0.6
N 1.883 -0.350 0.038 -0.2 0.0 -0.2
N 2.341 -0.310 2.324 0.8 -0.2 0.5
C 1.114 -0.156 2.936 -0.7 0.3 0.0
N 1.192 -0.259 4.297 0.2 -0.1 0.4
N 0.042 0.134 2.304 0.0 0.0 -0.2
H 5.651 -0.918 -0.423 0.0 0.0 0.0
H 4.712 0.440 -1.051 0.0 0.0 0.0
H 4.057 -1.215 -1.090 0.0 0.0 0.0
H 6.045 -0.146 1.507 -0.1 0.0 0.0
H 4.879 -0.232 2.804 0.1 0.0 0.0
H 5.022 1.255 1.850 0.0 0.0 0.0
H 2.325 -0.285 -0.871 0.0 0.0 0.2
H 3.100 -0.416 2.983 -0.2 0.0 -0.3
H 1.972 -0.714 4.744 -0.1 0.0 -0.1
H 0.324 -0.311 4.805 0.1 0.0 -0.1
H -0.755 0.282 2.916 0.2 -0.1 0.0
C -2.575 -2.015 -2.767 0.0 -0.4 0.3
N -2.561 -0.589 -2.886 0.1 0.6 0.2
C -2.658 0.060 -4.179 -0.1 0.1 -0.4
C -2.661 1.555 -3.822 0.1 0.3 -0.3
N -2.900 1.519 -2.391 0.0 -0.1 -0.1
C -2.712 0.288 -1.889 -0.3 0.2 -0.5
S -2.779 -0.062 -0.248 0.2 -0.2 0.6
H -1.958 -2.444 -3.552 0.1 0.0 0.0
H -3.588 -2.412 -2.855 0.0 0.0 0.0
H -2.178 -2.304 -1.794 0.0 0.0 -0.1
H -3.579 -0.240 -4.685 0.0 0.0 0.0
H -1.808 -0.221 -4.805 -0.1 0.0 0.0
H -3.438 2.119 -4.342 0.1 -0.1 0.0
H -1.691 2.023 -4.032 -0.1 -0.1 0.0
H -2.901 2.346 -1.818 0.0 -0.2 0.1
```
Positions in Å, forces in eV/Å.

Output
Calculated total energy = -1244.5399 hartree
Frontier orbital gap = 9.12 eV
Net charge = +1

Here are the Mulliken charges for atoms 1 to 2, given in e: 0.18 -1.18